Entry from the Open Molecules 2025 dataset: a cluster of 5 separate species, C23H56FN2O4 in total (the ωB97M-V functional and the def2-TZVPD basis).

Computed properties:
DFT total energy   -38644.245 eV
Gap between HOMO and LUMO   4.1 eV

```
! RIJCOSX wB97M-V def2-TZVPD def2/J DEFGRID3
* xyz -1 1
C 7.5142 0.6731 0.0211
C 6.4476 1.6346 -0.3827
F 7.0526 2.8721 -0.7496
C 5.5103 1.0783 -1.4670
N 4.4471 0.2956 -0.9276
C 3.1755 0.9494 -0.9102
C 2.6811 1.5565 0.4397
C 2.3769 3.0432 0.3920
C 3.6218 3.8473 0.1443
N 3.3214 5.2999 0.0032
H 7.0318 -0.1186 0.5733
H 8.0722 0.2877 -0.8223
H 8.1976 1.1693 0.7037
H 5.8198 1.8270 0.4734
H 6.1377 0.4851 -2.1501
H 5.1695 1.9567 -2.0430
H 2.4206 0.2015 -1.1554
H 3.0867 1.7230 -1.6911
H 3.4536 1.3739 1.1756
H 1.7918 1.0253 0.7628
H 2.0136 3.3473 1.3711
H 1.6131 3.2924 -0.3349
H 4.1362 3.5020 -0.7378
H 4.2766 3.6871 0.9911
H 3.6325 5.7700 0.8445
H 3.8700 5.6809 -0.7578
C -2.1626 2.9027 0.8841
C -2.1928 3.8962 2.0378
O -1.0194 4.6752 2.2187
C -0.6720 5.5654 1.1685
C -1.6876 6.6785 0.9642
H -1.3124 2.2289 0.9942
H -3.0782 2.3096 0.8792
H -2.0669 3.3900 -0.0870
H -2.2954 3.3374 2.9692
H -3.0693 4.5529 1.9634
H -0.4919 5.0260 0.2343
H 0.2854 5.9986 1.4546
H -2.6649 6.2961 0.6643
H -1.3418 7.3566 0.1832
H -1.8215 7.2475 1.8862
C -2.0377 -1.0519 4.2520
C -2.9792 0.0407 3.7748
O -3.4328 -0.1287 2.4460
C -4.1568 -1.3210 2.1834
C -5.4365 -1.4542 2.9910
H -1.1731 -1.1238 3.5917
H -1.6879 -0.8291 5.2603
H -2.5227 -2.0292 4.2774
H -2.4527 0.9955 3.7764
H -3.8286 0.1469 4.4611
H -3.5148 -2.1983 2.3253
H -4.4070 -1.2900 1.1228
H -5.2426 -1.5025 4.0637
H -5.9626 -2.3654 2.7047
H -6.0917 -0.6008 2.8092
C -2.7975 -4.6380 -0.4784
C -4.2547 -4.9570 -0.7436
O -5.0966 -3.8199 -0.8444
C -4.8110 -2.9120 -1.8967
C -4.9226 -3.5179 -3.2854
H -2.7014 -4.0468 0.4336
H -2.2232 -5.5572 -0.3612
H -2.3450 -4.0680 -1.2900
H -4.6522 -5.5267 0.0972
H -4.3592 -5.5903 -1.6321
H -3.8240 -2.4581 -1.7546
H -5.5398 -2.1077 -1.7937
H -4.1996 -4.3188 -3.4430
H -4.7394 -2.7534 -4.0410
H -5.9204 -3.9311 -3.4421
C 3.1273 -3.9512 -3.6703
C 1.6245 -4.1765 -3.6450
O 1.1295 -4.6380 -2.4032
C 1.3609 -3.7787 -1.2930
C 0.7338 -2.4065 -1.4363
H 3.6538 -4.8687 -3.4030
H 3.4425 -3.6457 -4.6690
H 3.4384 -3.1723 -2.9733
H 1.3596 -4.9534 -4.3647
H 1.0967 -3.2670 -3.9553
H 2.4331 -3.6977 -1.0912
H 0.9198 -4.2864 -0.4343
H 1.1486 -1.8510 -2.2764
H 0.9087 -1.8185 -0.5366
H -0.3446 -2.4963 -1.5939
*
```



Entry from the Open Molecules 2025 dataset: a cluster of 13 separate species, C23H56O11 in total at a distorted geometry (the ωB97M-V functional and the def2-TZVPD basis).

Computed properties:
DFT total energy   -47276.520 eV
Energy relative to the best compared isomer or geometry (same formula, charge and spin)   65.7 kJ/mol
Gap between HOMO and LUMO   9.6 eV

```
! RIJCOSX wB97M-V def2-TZVPD def2/J DEFGRID3
* xyz 0 1
C 3.1062 -2.8905 0.8868
O 2.5202 -4.1519 0.7991
H 2.3855 -2.1622 0.5485
H 3.3674 -2.5977 1.9461
H 4.0004 -2.8153 0.3037
H 1.8103 -4.1956 0.1399
C 1.3192 -3.6613 4.2457
O 0.9650 -4.2678 2.9804
H 2.3588 -3.7049 4.4363
H 0.9613 -2.5772 4.2128
H 0.7254 -4.0809 4.9873
H 1.6859 -4.2027 2.2733
C -2.0991 -5.6181 2.7918
O -1.6491 -4.3854 2.3153
H -1.9586 -5.7133 3.8480
H -3.1447 -5.6043 2.5983
H -1.6146 -6.4293 2.2592
H -0.6602 -4.2827 2.5060
C 1.6300 -1.3626 -3.7731
O 1.9310 -1.5617 -2.3798
H 1.8561 -0.2801 -4.0582
H 2.1376 -2.0510 -4.4447
H 0.5362 -1.5303 -3.9144
H 2.6447 -0.9677 -2.1933
C 3.8596 0.8445 -0.1446
O 4.8827 0.5916 -1.1843
H 3.0884 0.0613 -0.1337
H 4.3419 0.8224 0.7835
H 3.3923 1.8191 -0.3972
H 5.5844 0.0922 -0.7789
C -2.6686 0.4544 -5.8363
O -2.7503 0.8968 -4.4818
H -1.5960 0.5515 -6.1600
H -3.0295 -0.5412 -6.0568
H -3.2706 1.1163 -6.4651
H -2.6573 0.1546 -3.8526
C -0.6267 3.8033 -4.4906
O -1.6468 3.4225 -3.5653
H 0.0973 2.9628 -4.5114
H -1.0631 4.0798 -5.5095
H -0.1967 4.6622 -4.0475
H -2.2398 2.7186 -3.8590
C -0.3492 -4.7639 -1.1475
O 0.0443 -4.5379 0.1818
H -0.8754 -3.9152 -1.6167
H 0.5590 -4.9789 -1.7204
H -1.0130 -5.6538 -1.2059
H -0.7398 -4.5716 0.8255
C -1.9141 6.2145 -1.1752
O -1.3630 4.8849 -1.2751
H -1.8104 6.4125 -0.0947
H -1.2780 6.8669 -1.7962
H -2.9272 6.3067 -1.5665
H -1.8230 4.4716 -1.9656
C -3.5038 -1.5372 -1.9849
O -2.2822 -0.8284 -2.3518
H -3.7083 -1.4331 -0.9340
H -4.3439 -1.1536 -2.5433
H -3.3139 -2.6383 -2.1619
H -1.9940 -0.3809 -1.5596
C 1.4651 5.4134 -0.6207
O 1.2613 4.2638 -1.4119
H 2.5534 5.4230 -0.4740
H 1.1129 6.3244 -1.1430
H 0.8976 5.3734 0.3507
H 0.3657 4.3348 -1.7996
C -0.5571 1.6739 4.4991
C -0.3131 1.1664 5.7550
C 0.9800 0.7318 6.0680
C 2.0351 0.7414 5.1221
C 1.7442 1.3531 3.8861
C 0.4872 1.8070 3.6139
H -1.5210 1.9980 4.1882
H -1.1673 1.0780 6.3889
H 1.0661 0.4352 7.1113
H 3.0643 0.3692 5.4159
H 2.5412 1.4747 3.1545
H 0.3451 2.2458 2.6113
C -1.2085 1.9737 0.3339
C -0.2347 1.2104 -0.2833
C -0.1279 -0.1442 0.0223
C -0.8205 -0.7403 1.1050
C -1.7395 0.0933 1.7729
C -1.9977 1.4250 1.3267
H -1.2811 3.0292 0.1945
H 0.5232 1.5893 -0.9967
H 0.5111 -0.7396 -0.5970
H -0.6112 -1.8101 1.3791
H -2.2544 -0.2477 2.6629
H -2.7990 1.9709 1.8320
*
```



Entry from the Open Molecules 2025 dataset: a structure of composition C23H61N2O9Y at a distorted geometry (the ωB97M-V functional and the def2-TZVPD basis).

Computed properties:
DFT total energy   -47270.250 eV
Gap between HOMO and LUMO   1.9 eV

```
! RIJCOSX wB97M-V def2-TZVPD def2/J DEFGRID3
* xyz 2 1
Y 2.5380 3.5774 4.5664
C 1.1878 -0.1619 2.9835
C 1.8943 0.8838 2.1895
O 2.6684 1.7121 2.9789
H 1.9020 -0.5736 3.6965
H 0.9686 -1.0644 2.4129
H 0.3169 0.2403 3.5010
H 1.0772 1.3935 1.6789
H 2.4741 0.2852 1.4869
O 4.8908 3.5962 3.7478
H 5.7552 3.7016 4.1453
H 5.0557 3.1097 2.9402
O 2.3333 4.4154 2.3091
H 1.3972 4.6141 2.3303
H 2.5706 4.4752 1.3837
O 4.3142 -0.4605 5.1341
H 3.4824 -0.6990 4.7249
H 4.9717 -0.6350 4.4608
O 4.9147 2.1413 1.3588
H 4.8775 3.0568 1.0818
H 4.0049 1.9100 1.5455
O 0.9692 1.9000 5.4545
H 0.0766 1.9985 5.7860
H 1.4291 1.4192 6.1427
C -1.2481 -2.3566 -2.9771
C 0.2195 -2.0294 -2.9016
C 0.5928 -1.8718 -1.3823
C 2.1767 -1.7760 -1.3170
C 2.8411 -3.0348 -1.7598
C 2.4829 -3.3715 -3.2434
N 0.9775 -3.1784 -3.5004
O 0.6296 -3.2420 -4.9162
C 3.4410 -2.5101 -4.1291
C 2.7565 -4.9142 -3.5797
C 0.4590 -0.6678 -3.6563
H -1.8198 -1.4306 -2.9148
H -1.5860 -3.0141 -2.1761
H -1.4719 -2.8815 -3.9058
H 0.2754 -0.9577 -0.8804
H 0.3015 -2.6156 -0.6407
H 2.4333 -1.5849 -0.2751
H 2.4587 -0.9070 -1.9115
H 2.7802 -3.8724 -1.0650
H 3.9243 -2.9416 -1.8366
H 3.3314 -2.6734 -5.2012
H 3.4176 -1.4293 -3.9897
H 4.4553 -2.8886 -4.0024
H 3.8313 -5.0924 -3.6149
H 2.2194 -5.4964 -2.8310
H 2.3483 -5.2651 -4.5275
H 0.1606 0.1934 -3.0586
H -0.1560 -0.6254 -4.5553
H 1.4994 -0.4607 -3.9071
H 0.2562 -4.1209 -5.0152
C -5.2085 -2.5567 1.0651
C -4.3411 -1.4094 1.4354
C -2.9117 -1.9388 1.2415
C -1.8937 -0.7843 1.2689
C -2.2429 0.2602 0.2761
C -3.6202 0.8869 0.4461
N -4.6834 -0.1833 0.6259
O -5.9363 0.2425 0.8293
C -3.5227 1.8899 1.7130
C -3.9533 1.6682 -0.8616
C -4.3758 -1.0029 3.0461
H -4.9161 -3.5123 1.5003
H -5.2248 -2.7164 -0.0131
H -6.2544 -2.3747 1.3120
H -2.6540 -2.7359 1.9389
H -2.8576 -2.5272 0.3256
H -0.9742 -1.3225 1.0388
H -1.9178 -0.3879 2.2841
H -2.1161 0.0225 -0.7801
H -1.5183 1.0452 0.4924
H -4.3850 2.5487 1.8148
H -3.3971 1.4735 2.7125
H -2.7419 2.5472 1.3304
H -3.1284 2.3180 -1.1540
H -4.2224 1.1054 -1.7555
H -4.8494 2.2814 -0.7665
H -3.4271 -1.2872 3.5013
H -4.9915 -1.6568 3.6638
H -4.6701 -0.0085 3.3818
H -5.9225 0.5214 1.7478
C -0.3472 4.3755 -2.7847
C -0.1862 3.4367 -1.5526
C 1.1306 2.6580 -1.5363
O -0.3020 4.2114 -0.2790
H 0.6013 4.3510 -3.3212
H -0.4729 5.4325 -2.5502
H -1.2243 4.1874 -3.4038
H -1.0240 2.7482 -1.6628
H 1.4041 2.0078 -2.3673
H 1.1561 1.9802 -0.6831
H 2.0013 3.3052 -1.4310
H 0.0631 5.0811 -0.4573
*
```



Entry from the Open Molecules 2025 dataset: a cluster of 4 separate species, C23H63BrNO5Si6 in total (the ωB97M-V functional and the def2-TZVPD basis).

Computed properties:
DFT total energy   -153925.145 eV
Gap between HOMO and LUMO   6.0 eV

```
! RIJCOSX wB97M-V def2-TZVPD def2/J DEFGRID3
* xyz -1 1
N -2.1029 1.9314 7.4092
C -1.0941 1.2398 8.1992
C 0.3502 1.3837 7.7020
C 0.7145 0.5912 6.4382
C 0.7222 1.3699 5.1287
Br -0.9402 1.2955 4.1037
C -1.4247 -0.2885 8.3612
O -2.5311 -0.6648 7.9400
O -0.5296 -0.9311 8.9539
H -1.7877 2.8479 7.1164
H -2.3857 1.3798 6.6118
H -1.1196 1.6722 9.2073
H 0.5777 2.4493 7.5444
H 0.9844 1.0286 8.5126
H 1.7369 0.2169 6.5505
H 0.0803 -0.2938 6.3574
H 0.9179 2.4290 5.2896
H 1.4656 0.9849 4.4356
O 2.0031 5.7183 1.2726
Si 2.7599 6.0999 -0.1299
C 1.5022 6.4149 -1.4781
C 3.8857 4.7008 -0.6562
C 3.7720 7.6445 0.1317
Si 0.9835 4.5691 1.8925
C 0.6427 4.9883 3.6706
C 1.7790 2.8874 1.7587
C -0.6179 4.5636 0.9292
H 0.9431 5.5103 -1.7225
H 1.9962 6.7578 -2.3909
H 0.7850 7.1801 -1.1734
H 4.5879 4.4403 0.1386
H 4.4635 4.9858 -1.5396
H 3.3136 3.8038 -0.9025
H 4.5242 7.5009 0.9096
H 3.1427 8.4874 0.4236
H 4.2877 7.9108 -0.7942
H 1.5584 4.9926 4.2657
H -0.0369 4.2421 4.0901
H 0.1732 5.9693 3.7684
H 1.9136 2.5875 0.7168
H 1.1313 2.1527 2.2409
H 2.7570 2.8655 2.2451
H -0.4672 4.2405 -0.1038
H -1.0743 5.5557 0.9086
H -1.3223 3.8726 1.3983
O 0.6918 0.3658 -3.7864
Si 2.0251 1.3150 -3.6091
C 1.5254 3.1159 -3.5973
C 3.2137 1.0150 -5.0225
C 2.8481 0.8788 -1.9988
Si -0.5510 0.0638 -4.8189
C -1.6183 -1.2657 -4.0702
C 0.1151 -0.5206 -6.4665
C -1.5654 1.6120 -5.0768
H 1.1131 3.4303 -4.5585
H 2.3903 3.7474 -3.3792
H 0.7701 3.3025 -2.8303
H 3.4622 -0.0448 -5.1095
H 4.1420 1.5673 -4.8575
H 2.7954 1.3413 -5.9772
H 3.1554 -0.1685 -1.9768
H 2.1828 1.0477 -1.1498
H 3.7391 1.4960 -1.8584
H -1.0504 -2.1847 -3.9083
H -2.4526 -1.4950 -4.7378
H -2.0288 -0.9481 -3.1100
H 0.6762 0.2664 -6.9748
H -0.7062 -0.8218 -7.1212
H 0.7789 -1.3787 -6.3412
H -0.9929 2.3865 -5.5916
H -1.9037 2.0229 -4.1234
H -2.4483 1.3912 -5.6814
O -2.9546 -6.4330 -0.7395
Si -2.3161 -5.3123 -1.7627
C -2.2389 -6.0084 -3.4990
C -0.5929 -4.8453 -1.2136
C -3.4064 -3.8067 -1.7494
Si -2.6834 -7.9452 -0.1527
C -4.0587 -8.3704 1.0280
C -1.0435 -8.0059 0.7394
C -2.6661 -9.1789 -1.5603
H -1.5388 -6.8439 -3.5676
H -1.9082 -5.2363 -4.1983
H -3.2184 -6.3632 -3.8267
H -0.5889 -4.5086 -0.1750
H -0.2061 -4.0308 -1.8311
H 0.0994 -5.6860 -1.2965
H -3.4658 -3.3666 -0.7523
H -4.4218 -4.0404 -2.0762
H -2.9988 -3.0540 -2.4274
H -4.0939 -7.6709 1.8649
H -3.9032 -9.3738 1.4319
H -5.0312 -8.3517 0.5324
H -0.2071 -7.8483 0.0551
H -0.9066 -8.9798 1.2155
H -0.9897 -7.2409 1.5164
H -1.8203 -9.0107 -2.2304
H -3.5814 -9.1139 -2.1525
H -2.5870 -10.1965 -1.1706
*
```



Entry from the Open Molecules 2025 dataset: a cluster of 9 separate species, C23H64BrO10P in total at a distorted geometry (the ωB97M-V functional and the def2-TZVPD basis).

Computed properties:
SMILES   CC(=O)OCC[PH3]CCCBr.CCO.CCO.CCO.CCO.CCO.CCO.CCO.CCO
DFT total energy   -124690.535 eV
Gap between HOMO and LUMO   8.9 eV

```
! RIJCOSX wB97M-V def2-TZVPD def2/J DEFGRID3
* xyz 0 1
C 1.2713 1.6377 -2.3537
C 0.6813 0.3806 -1.7915
O -0.4846 0.2711 -1.6556
O 1.5972 -0.5268 -1.4066
C 1.1437 -1.8877 -1.3758
C 2.0857 -2.6668 -0.4250
P 3.7405 -3.2193 -1.2164
C 5.4292 -3.8522 -1.9079
C 5.6259 -3.7070 -3.4207
C 5.3984 -5.0140 -4.1794
Br 3.6036 -5.2289 -4.8802
H 1.7813 1.4862 -3.2922
H 1.9443 2.0212 -1.5941
H 0.4605 2.3313 -2.4226
H 1.2132 -2.3644 -2.3453
H 0.1466 -2.0040 -0.9818
H 2.2592 -1.9920 0.4003
H 1.5530 -3.5399 -0.0734
H 3.3461 -2.7331 -2.4986
H 3.4360 -4.5629 -0.8421
H 4.4628 -2.4045 -0.2922
H 6.2258 -3.3420 -1.3808
H 5.5322 -4.9070 -1.6880
H 6.6499 -3.4058 -3.5983
H 4.9918 -2.9371 -3.8520
H 5.6367 -5.8499 -3.5481
H 6.0800 -5.0543 -5.0090
C -2.9167 -0.9736 1.0775
C -1.9061 -0.9347 2.2033
O -0.8097 -1.7855 1.8821
H -3.2697 -1.9932 0.9163
H -3.7779 -0.3349 1.2855
H -2.4511 -0.6394 0.1463
H -2.3442 -1.2869 3.1382
H -1.5393 0.0866 2.3633
H -0.4347 -1.4492 1.0593
C -0.5876 4.7488 0.8731
C 0.0750 5.5350 -0.2437
O 0.1999 4.7356 -1.4204
H -0.0077 3.8535 1.1014
H -0.6761 5.3504 1.7791
H -1.5867 4.4221 0.5757
H 1.0782 5.8412 0.0461
H -0.5029 6.4342 -0.4811
H -0.6906 4.4758 -1.6834
C -6.0997 -2.5673 3.6114
C -6.0363 -1.1030 4.0039
O -6.3050 -0.2666 2.8790
H -5.3777 -2.7788 2.8202
H -5.8852 -3.2131 4.4646
H -7.0891 -2.8199 3.2241
H -5.0430 -0.8468 4.3709
H -6.7599 -0.8851 4.7960
H -7.1874 -0.4883 2.5606
C -1.3965 0.7562 6.0836
C -1.3761 -0.3462 7.1260
O -2.3913 -1.3166 6.8803
H -2.3686 1.2503 6.0705
H -0.6258 1.5022 6.2849
H -1.2275 0.3430 5.0860
H -1.5641 0.0613 8.1179
H -0.4007 -0.8438 7.1402
H -2.2269 -1.6977 6.0101
C 3.0594 0.6174 2.9466
C 3.4767 1.8649 2.1937
O 4.1602 1.5275 0.9905
H 3.9315 0.0067 3.1830
H 2.5428 0.8666 3.8752
H 2.3913 0.0087 2.3314
H 4.1592 2.4677 2.7907
H 2.6003 2.4774 1.9524
H 3.5572 1.0012 0.4514
C 2.5460 -0.1937 -6.8391
C 2.4346 1.3148 -6.8338
O 3.1262 1.8435 -5.7043
H 2.1410 -0.5960 -5.9095
H 2.0106 -0.6424 -7.6772
H 3.5936 -0.4993 -6.8969
H 1.3957 1.6294 -6.7496
H 2.8465 1.7422 -7.7539
H 4.0486 1.5725 -5.7709
C 3.4859 6.5897 -1.9956
C 3.4088 8.1046 -1.9847
O 4.0817 8.6575 -0.8548
H 3.0505 6.1799 -1.0849
H 2.9546 6.1766 -2.8538
H 4.5257 6.2557 -2.0348
H 2.3730 8.4349 -1.9249
H 3.8473 8.5178 -2.8994
H 5.0047 8.3839 -0.9005
C -9.2124 -4.5251 -0.0694
C -8.5134 -4.9032 1.2234
O -9.0188 -4.1580 2.3298
H -9.0918 -3.4598 -0.2686
H -8.8092 -5.0875 -0.9126
H -10.2844 -4.7252 -0.0016
H -7.4485 -4.6851 1.1594
H -8.6331 -5.9727 1.4246
H -9.9601 -4.3500 2.4088
*
```



Look up the gap between HOMO and LUMO of the third one. 1.9 eV



The highest DFT total energy belongs to which entry? C23H56FN2O4



What is the gap between HOMO and LUMO in the fifth record? 8.9 eV